{"formula": "C19H8Cl5NO10S2Sn", "method": "ωB97M-V/def2-TZVPD", "e_homo_ha": -0.0817, "e_lumo_ev": 4.100, "total_charge": -2, "relative_energy_kj_mol": 83.8, "multiplicity": 1, "elements": ["Sn", "O", "C", "O", "C", "C", "C", "C", "C", "N", "C", "O", "O", "H", "H", "H", "H", "Cl", "C", "C", "C", "Cl", "C", "Cl", "C", "Cl", "C", "Cl", "O", "S", "O", "O", "C", "C", "C", "C", "C", "C", "S", "O", "O", "O", "H", "H", "H", "H"], "positions_angstrom": [[-0.69, 1.03, -0.03], [0.83, -2.34, 1.89], [0.30, -1.15, 2.08], [-0.86, -0.91, 1.81], [1.17, -0.05, 2.60], [2.45, -0.14, 3.14], [3.16, 1.04, 3.32], [2.59, 2.25, 2.98], [1.29, 2.25, 2.47], [0.62, 1.13, 2.32], [0.57, 3.50, 1.93], [0.86, 4.59, 2.42], [-0.26, 3.26, 1.01], [0.29, -2.72, 1.12], [2.89, -1.11, 3.36], [4.17, 1.00, 3.71], [3.12, 3.18, 3.07], [-2.25, 2.98, -1.78], [-3.55, 2.30, -0.88], [-3.20, 1.51, 0.21], [-4.26, 0.91, 0.86], [-3.90, -0.12, 2.18], [-5.59, 1.07, 0.48], [-6.87, 0.23, 1.28], [-5.89, 1.91, -0.59], [-7.53, 2.15, -1.07], [-4.86, 2.54, -1.27], [-5.23, 3.57, -2.60], [1.47, -0.37, 0.19], [2.26, 0.14, -0.93], [3.63, 0.46, -0.56], [1.56, 1.21, -1.64], [2.36, -1.28, -2.01], [3.54, -1.94, -2.23], [3.55, -3.14, -2.92], [2.35, -3.67, -3.39], [1.16, -3.02, -3.15], [1.15, -1.81, -2.44], [-1.27, -2.15, -1.33], [-0.55, -2.90, -0.28], [0.02, -1.18, -2.15], [-2.07, -1.01, -0.87], [4.44, -1.50, -1.83], [4.48, -3.68, -3.07], [2.36, -4.59, -3.94], [0.21, -3.44, -3.46]], "mulliken_charge": [1.475, -0.615, 0.443, -0.558, 0.294, -0.580, -0.280, -0.544, 0.422, -0.176, 0.226, -0.752, -0.568, 0.636, 0.440, 0.379, 0.460, -0.191, 1.396, -1.681, 1.055, -0.214, -0.548, -0.232, 0.764, -0.239, -0.557, -0.241, -0.425, 1.554, -0.787, -0.810, -0.305, -0.435, -0.581, -0.414, -0.371, 0.076, 0.200, -0.635, -0.409, -0.310, 0.498, 0.363, 0.349, 0.427]}

{"formula": "C30H38AgCl3N2OSeSi", "method": "ωB97M-V/def2-TZVPD", "e_homo_ha": -0.2672, "e_lumo_ev": 0.208, "total_charge": 0, "relative_energy_kj_mol": 0.0, "multiplicity": 1, "elements": ["Ag", "C", "C", "C", "C", "C", "C", "C", "C", "C", "C", "C", "C", "H", "H", "H", "H", "H", "H", "H", "H", "H", "H", "H", "H", "H", "H", "H", "H", "H", "H", "Cl", "Si", "Cl", "Cl", "C", "N", "C", "Se", "N", "C", "C", "C", "C", "C", "C", "H", "H", "H", "H", "H", "H", "H", "H", "C", "C", "C", "C", "C", "C", "C", "O", "C", "C", "C", "H", "H", "H", "H", "H", "H", "H", "H", "H", "H", "H", "H"], "positions_angstrom": [[-0.61, -0.03, 1.06], [-2.06, 0.07, 4.58], [-2.48, -0.16, 3.15], [-2.49, -1.47, 2.63], [-1.89, -2.59, 3.45], [-3.02, -1.70, 1.36], [-3.11, -3.10, 0.80], [-3.52, -0.63, 0.58], [-4.08, -0.94, -0.78], [-3.45, 0.67, 1.08], [-3.98, 1.85, 0.31], [-2.89, 0.91, 2.35], [-2.74, 2.33, 2.84], [-0.98, 0.16, 4.67], [-2.37, -0.76, 5.21], [-2.52, 0.97, 4.99], [-2.63, -3.07, 4.09], [-1.09, -2.21, 4.08], [-1.46, -3.36, 2.82], [-2.35, -3.27, 0.03], [-4.08, -3.27, 0.32], [-2.99, -3.86, 1.56], [-5.10, -1.31, -0.72], [-3.47, -1.69, -1.29], [-4.09, -0.06, -1.43], [-3.17, 2.49, -0.06], [-4.60, 2.48, 0.95], [-4.60, 1.56, -0.53], [-3.66, 2.70, 3.30], [-2.50, 3.00, 2.02], [-1.94, 2.42, 3.57], [1.67, 3.05, 1.66], [0.64, 1.91, 0.19], [-0.54, 3.45, -0.70], [2.14, 1.59, -1.27], [1.48, -1.28, -4.29], [0.48, -0.29, -3.94], [-0.32, -0.34, -2.85], [-0.43, -1.70, -1.62], [-1.03, 0.81, -2.84], [-0.65, 1.63, -3.89], [-1.05, 2.90, -4.28], [-0.44, 3.42, -5.41], [0.53, 2.71, -6.12], [0.92, 1.44, -5.73], [0.31, 0.92, -4.60], [1.61, -1.95, -3.44], [2.41, -0.77, -4.51], [1.16, -1.86, -5.16], [-1.60, 1.06, -2.05], [-1.79, 3.46, -3.73], [-0.72, 4.41, -5.74], [0.98, 3.15, -6.99], [1.67, 0.88, -6.28], [5.43, -1.07, -1.42], [4.59, -0.94, -0.18], [4.89, 0.01, 0.79], [4.09, 0.19, 1.90], [4.50, 1.21, 2.93], [2.92, -0.58, 2.02], [1.99, -0.28, 3.12], [0.81, -0.59, 3.16], [2.64, -1.60, 1.09], [1.47, -2.54, 1.23], [3.49, -1.76, 0.01], [6.39, -0.57, -1.31], [4.91, -0.62, -2.27], [5.61, -2.12, -1.66], [5.77, 0.63, 0.67], [5.48, 1.61, 2.67], [4.57, 0.78, 3.93], [3.80, 2.04, 2.97], [2.40, 0.31, 3.95], [1.32, -2.88, 2.25], [1.60, -3.40, 0.57], [0.57, -2.02, 0.90], [3.27, -2.54, -0.72]], "mulliken_charge": [1.079, -2.438, 1.328, 0.710, -2.683, 1.163, -2.026, 1.382, -2.284, 1.399, -2.172, 0.696, -2.388, 0.221, 0.476, 0.544, 0.372, 0.421, 0.510, 0.211, 0.451, 0.525, 0.361, 0.442, 0.348, 0.202, 0.491, 0.496, 0.373, 0.419, 0.499, -0.349, 0.215, -0.328, -0.265, -0.949, 0.380, -0.432, -0.316, 0.418, 0.344, -0.627, -0.601, -0.597, -0.670, 0.590, 0.227, 0.354, 0.281, -0.154, 0.452, 0.390, 0.390, 0.436, -1.536, 0.602, -0.871, 0.969, -1.597, 1.179, -0.983, -0.348, 1.258, -1.213, -0.959, 0.388, 0.219, 0.374, 0.293, 0.374, 0.369, 0.270, 0.265, 0.383, 0.493, -0.515, 0.274]}

{"formula": "C2H4Br2N2O2", "method": "ωB97M-V/def2-TZVPD", "e_homo_ha": -0.3540, "e_lumo_ev": 0.266, "total_charge": 0, "relative_energy_kj_mol": 57.9, "multiplicity": 1, "elements": ["C", "C", "N", "N", "O", "O", "Br", "Br", "H", "H", "H", "H"], "positions_angstrom": [[-2.24, -0.01, 0.83], [2.26, 0.23, -0.41], [-0.08, 0.08, -0.10], [0.64, -0.30, -0.99], [0.59, -0.84, -2.11], [-1.48, 0.09, -0.33], [2.71, -1.15, 0.72], [2.25, 1.97, 0.35], [-1.74, 0.27, 1.69], [-2.67, -1.08, 0.90], [-3.05, 0.66, 0.79], [2.80, 0.10, -1.34]], "mulliken_charge": [-0.565, -0.087, -0.162, 0.555, -0.645, -0.228, -0.004, -0.010, 0.336, 0.209, 0.256, 0.345]}

{"formula": "C4H9NO2", "method": "ωB97M-V/def2-TZVPD", "e_homo_ha": -0.3168, "smiles": "C=C(C)N(O)CO", "e_lumo_ev": 0.827, "total_charge": 0, "relative_energy_kj_mol": 320.0, "multiplicity": 1, "elements": ["C", "C", "C", "N", "O", "C", "O", "H", "H", "H", "H", "H", "H", "H", "H", "H"], "positions_angstrom": [[-0.70, -0.03, 1.84], [-0.58, -0.27, 0.54], [-0.95, -1.60, -0.07], [-0.20, 0.73, -0.41], [0.06, 1.96, 0.24], [1.01, 0.44, -1.17], [2.13, 0.14, -0.39], [-0.47, 0.94, 2.27], [-1.05, -0.81, 2.51], [-2.04, -1.71, -0.10], [-0.54, -2.42, 0.53], [-0.59, -1.72, -1.10], [-0.65, 2.53, -0.09], [0.83, -0.43, -1.81], [1.17, 1.32, -1.81], [2.28, 0.90, 0.19]], "mulliken_charge": [-0.984, 0.735, -1.157, 0.002, -0.479, -0.399, -0.502, 0.301, 0.292, 0.296, 0.324, 0.288, 0.349, 0.310, 0.278, 0.348]}

| no. | orbital gap (eV) |
| --- | --- |
| 1 | 6.32 |
| 2 | 7.48 |
| 3 | 9.90 |
| 4 | 9.45 |